Here is a gas-phase ion, C7H13N2O (charge +1) at a distorted geometry from OMol25. Energies are from wB97M-V/def2-TZVPD.

Last column: natural (NBO) charge in e.
Geometry (Å):
1 C -1.660 -0.971 -1.546  0.06
2 C -1.382 -1.579 -0.182  -0.30
3 C 1.627 -0.746 0.120  -0.51
4 C 0.529 -0.669 1.188  -0.20
5 C 1.571 0.423 -0.814  0.26
6 C -0.715 0.685 -0.501  0.23
7 C -0.824 2.073 0.006  -0.68
8 N -1.292 0.243 -1.631  -0.38
9 N -0.791 -0.435 0.557  -0.40
10 O 2.075 1.566 -0.346  -0.66
11 H -2.106 -1.507 -2.360  0.23
12 H -2.290 -1.952 0.295  0.25
13 H -0.669 -2.402 -0.266  0.24
14 H 2.585 -0.732 0.647  0.27
15 H 1.557 -1.674 -0.448  0.24
16 H 0.500 -1.587 1.778  0.24
17 H 0.736 0.171 1.856  0.24
18 H 1.570 0.248 -1.882  0.21
19 H -1.758 2.230 0.550  0.23
20 H -0.815 2.751 -0.843  0.27
21 H 0.012 2.325 0.661  0.24
22 H -1.436 -0.124 1.289  0.44
23 H 2.205 2.233 -1.032  0.51

The calculated total energy comes out at -12488.911 eV. As for the total charge: +1. As for the multiplicity: 1.